(1)
Molecular formula: C75H77BrClI2NO16
Method: DFT, ωB97M-V with the def2-TZVPD basis set

Results
F_max	1.85	eV/Å
HOMO	-8.98	eV
total charge	0
orbital gap	7.1	eV
SMILES	C=Cc1c(CCCCl)c(CCCCCCCCCCCCCC)c2c(c1[C@H](I)[C@H](C)I)C(=O)N(CCCBr)C2=O.O=C1C=CC(=O)C=C1.O=C1C=CC(=O)C=C1.O=C1C=CC(=O)C=C1.O=C1C=CC(=O)C=C1.O=C1C=CC(=O)C=C1.O=C1C=CC(=O)C=C1.O=C1C=CC(=O)C=C1
LUMO	-1.90	eV
2S+1	1

XYZ file:
```
173
C75H77BrClI2NO16, DFT ωB97M-V with the def2-TZVPD basis set
C -2.2128 4.4752 3.5488
C -2.1790 3.8257 2.3516
C -1.8063 2.3986 2.1747
C -0.5316 2.0555 1.7101
C 0.4666 3.1484 1.3963
C 1.5496 3.3899 2.4925
C 1.4183 2.5144 3.7225
Cl 2.5072 3.1092 5.0193
C -0.1442 0.7227 1.5154
C 1.2160 0.3504 0.9749
C 1.2557 0.5725 -0.5686
C 0.9247 -0.6840 -1.3853
C 2.1336 -1.5818 -1.6998
C 2.1705 -2.8837 -0.8958
C 3.3482 -3.7660 -1.2691
C 4.7093 -3.3079 -0.7083
C 5.1600 -4.0685 0.5336
C 4.3210 -3.8584 1.7937
C 4.5723 -4.9585 2.8304
C 4.6220 -4.4537 4.2657
C 4.9808 -5.5686 5.2707
C 3.7732 -5.9601 6.1337
C 2.6171 -6.5009 5.3006
C -1.0947 -0.2528 1.8004
C -2.3721 0.1015 2.2275
C -2.7709 1.4106 2.4440
C -4.1560 1.8056 2.9067
I -4.7813 0.7187 4.6582
C -5.2280 1.8873 1.7494
C -6.4743 1.0446 1.8842
I -4.3359 1.5643 -0.1951
C -3.1243 -1.1955 2.3446
O -4.2959 -1.4365 2.2530
N -2.1260 -2.2116 2.4967
C -1.8477 -2.6221 3.8805
C -1.3137 -4.0478 3.9638
C -1.2130 -4.4776 5.4205
Br 0.2341 -3.5133 6.3081
C -1.0187 -1.7530 1.7377
O -0.2352 -2.4617 1.1628
H -3.0881 4.9843 3.9398
H -1.3194 4.5262 4.1691
H -2.4315 4.3758 1.4412
H -0.0764 4.0725 1.2102
H 0.9466 2.8866 0.4589
H 1.4659 4.4241 2.8209
H 2.5280 3.2331 2.0440
H 0.4206 2.5181 4.1487
H 1.7055 1.4881 3.5249
H 1.9919 0.9575 1.4353
H 1.4158 -0.6965 1.1842
H 2.2575 0.8954 -0.8422
H 0.5305 1.3361 -0.8428
H 0.1174 -1.2369 -0.9108
H 0.5236 -0.3506 -2.3444
H 3.0786 -1.0454 -1.6053
H 2.0427 -1.8749 -2.7485
H 1.2208 -3.3976 -1.0410
H 2.1951 -2.6162 0.1608
H 3.1619 -4.7745 -0.8866
H 3.4287 -3.8655 -2.3520
H 4.6646 -2.2331 -0.5196
H 5.4477 -3.4914 -1.4846
H 5.2198 -5.1337 0.2952
H 6.1803 -3.7504 0.7660
H 3.2556 -3.7763 1.5879
H 4.6393 -2.9086 2.2315
H 3.7686 -5.6951 2.7662
H 5.5080 -5.4843 2.6302
H 3.6499 -4.0577 4.5684
H 5.3436 -3.6438 4.3824
H 5.7553 -5.2356 5.9610
H 5.3282 -6.4644 4.7516
H 3.4958 -5.0783 6.7138
H 4.0694 -6.7298 6.8489
H 1.8625 -6.9843 5.9131
H 3.0182 -7.2319 4.5950
H 2.1379 -5.7093 4.7249
H -4.0688 2.8156 3.2755
H -5.5548 2.9213 1.7061
H -7.0735 1.2111 0.9935
H -6.2831 -0.0229 1.9348
H -7.0971 1.3396 2.7248
H -2.7733 -2.5772 4.4520
H -1.1215 -1.9241 4.3037
H -1.9685 -4.7185 3.4096
H -0.3296 -4.0655 3.4946
H -2.1243 -4.1862 5.9329
H -1.0333 -5.5422 5.5038
O 5.3347 7.5266 1.9587
C 4.7038 6.7208 1.3127
C 4.8445 5.2604 1.5502
C 4.1517 4.3763 0.8375
C 3.2089 4.8125 -0.2212
O 2.5752 4.0066 -0.8729
C 3.0662 6.2683 -0.4599
C 3.7584 7.1543 0.2509
H 5.5371 4.9655 2.3280
H 4.2396 3.3078 0.9919
H 2.3716 6.5619 -1.2372
H 3.6697 8.2218 0.0951
O -3.4497 0.5171 -6.8389
C -3.0065 1.2758 -6.0040
C -2.1152 2.4043 -6.3790
C -1.6290 3.2400 -5.4631
C -1.9558 3.0670 -4.0278
O -1.5103 3.8200 -3.1853
C -2.8410 1.9395 -3.6493
C -3.3341 1.1092 -4.5629
H -1.8921 2.5065 -7.4336
H -0.9786 4.0783 -5.7001
H -3.0428 1.8501 -2.5902
H -3.9829 0.2803 -4.3087
O 11.3999 -1.2765 -3.9488
C 10.2164 -1.5141 -3.8475
C 9.6909 -2.3580 -2.7441
C 8.3915 -2.6201 -2.6345
C 7.4110 -2.0788 -3.6098
O 6.2272 -2.3169 -3.5067
C 7.9358 -1.2349 -4.7127
C 9.2352 -0.9729 -4.8224
H 10.4223 -2.7416 -2.0443
H 7.9872 -3.2331 -1.8385
H 7.2042 -0.8513 -5.4123
H 9.6395 -0.3599 -5.6178
O -9.3909 2.1161 1.2219
C -9.9200 2.3063 0.1467
C -9.1569 2.1627 -1.1181
C -9.7293 2.3726 -2.3001
C -11.1582 2.7613 -2.4017
O -11.6818 2.9554 -3.4782
C -11.9246 2.9043 -1.1363
C -11.3505 2.6917 0.0448
H -8.1152 1.8792 -1.0245
H -9.1871 2.2718 -3.2303
H -12.9648 3.1884 -1.2342
H -11.8885 2.7897 0.9792
O -8.4536 8.0284 -6.0057
C -8.2784 6.8850 -5.6468
C -7.5166 6.5746 -4.4094
C -7.3223 5.3190 -4.0163
C -7.8596 4.1780 -4.7967
O -7.6832 3.0328 -4.4331
C -8.6204 4.4848 -6.0314
C -8.8152 5.7401 -6.4254
H -7.1346 7.4229 -3.8561
H -6.7699 5.0687 -3.1190
H -9.0029 3.6356 -6.5828
H -9.3682 5.9883 -7.3222
O 5.4638 6.0364 -4.5252
C 4.2909 5.9286 -4.8094
C 3.3341 5.2536 -3.8976
C 2.0470 5.1349 -4.2096
C 1.5143 5.6782 -5.4830
O 0.3354 5.5746 -5.7527
C 2.4657 6.3553 -6.3979
C 3.7539 6.4706 -6.0859
H 3.7395 4.8652 -2.9738
H 1.3329 4.6466 -3.5559
H 2.0531 6.7444 -7.3201
H 4.4674 6.9608 -6.7359
O 1.6523 -11.6883 1.1502
C 1.2869 -10.9585 2.0452
C 1.3188 -9.4811 1.8981
C 0.9191 -8.6813 2.8829
C 0.4227 -9.2318 4.1693
O 0.0587 -8.4998 5.0646
C 0.3906 -10.7080 4.3174
C 0.7902 -11.5081 3.3329
H 1.6835 -9.1010 0.9524
H 0.9350 -7.6017 2.7981
H 0.0265 -11.0873 5.2637
H 0.7748 -12.5871 3.4183
```

Atomic partial charges in e from the Mulliken method, atoms 1 to 5: -0.8466, -1.4585, 0.3509, 0.9194, -0.4846

---

(2)
Molecular formula: C75H88ClGeN2O2P2PtSSi
Method: DFT, ωB97M-V with the def2-TZVPD basis set

Results
F_max	0.34	eV/Å
HOMO (spin up / spin down)	-8.55 / -10.67	eV
total charge	+1
orbital gap (spin up / spin down)	6.4 / 7.0	eV
LUMO (spin up / spin down)	-2.14 / -3.68	eV
energy above the lowest of the compared OMol25 structures with the same formula, charge and spin	0.00	kcal/mol
2S+1	5
<S²>	6.1239

XYZ file:
```
174
C75H88ClGeN2O2P2PtSSi, DFT ωB97M-V with the def2-TZVPD basis set
Pt -0.0457 -0.3119 0.1488
C 2.5107 2.2047 0.7230
Si 1.1209 1.2043 1.4603
C -0.2039 2.4010 2.0471
C 0.1191 3.7406 2.2602
C -0.8620 4.6809 2.5386
C -2.1910 4.2960 2.5863
C -2.5371 2.9667 2.3886
C -1.5532 2.0186 2.1276
P -1.8662 0.2369 1.9986
C -1.9966 -0.3167 3.7664
C -3.0756 0.3864 4.5988
C -3.3292 -0.4169 5.8904
C -2.0869 -1.1836 6.3561
C -0.8352 -0.3761 6.0399
C -0.6683 -0.1839 4.5197
C -3.4659 -0.2127 1.2051
C -3.5558 -1.7505 1.2233
C -4.7311 -2.2373 0.3803
C -6.0604 -1.5677 0.7896
C -5.8781 -0.5998 1.9554
C -4.8109 0.4414 1.6311
C 1.9545 0.1495 2.7778
C 2.5212 0.7191 3.9198
C 3.1579 -0.0661 4.8634
C 3.2630 -1.4391 4.6648
C 2.7391 -2.0158 3.5217
C 2.0772 -1.2246 2.5794
P 1.3566 -1.8791 1.0415
C 0.5528 -3.4832 1.4529
C 1.4944 -4.6790 1.7745
C 1.0868 -5.4093 3.0537
C -0.3934 -5.7786 3.0066
C -1.2873 -4.5338 2.8098
C -0.4620 -3.2718 2.5766
C 2.7608 -2.1413 -0.1519
C 2.8832 -3.5354 -0.8218
C 4.1884 -4.2364 -0.4564
C 5.3973 -3.4078 -0.8991
C 5.1907 -1.9041 -0.6380
C 4.1091 -1.6690 0.4114
H 3.0440 2.6538 1.5668
H 3.2198 1.5779 0.1837
H 2.1760 2.9951 0.0538
H 1.1481 4.0687 2.1853
H -0.5900 5.7152 2.6996
H -2.9636 5.0289 2.7768
H -3.5773 2.6859 2.4303
H -2.2719 -1.3732 3.6915
H -2.7281 1.3966 4.8313
H -4.0180 0.4900 4.0681
H -3.6482 0.2740 6.6734
H -4.1579 -1.1106 5.7317
H -2.1564 -1.3957 7.4233
H -2.0271 -2.1554 5.8554
H -0.9089 0.5960 6.5341
H 0.0563 -0.8591 6.4427
H -0.2621 0.8136 4.3317
H 0.0549 -0.8959 4.1296
H -3.2928 0.0468 0.1647
H -2.6291 -2.1663 0.8219
H -3.6456 -2.1258 2.2467
H -4.5015 -2.0287 -0.6676
H -4.8083 -3.3227 0.4705
H -6.4715 -1.0115 -0.0573
H -6.8038 -2.3227 1.0480
H -6.8210 -0.0954 2.1724
H -5.6055 -1.1451 2.8644
H -5.1665 1.0477 0.7925
H -4.7059 1.1258 2.4665
H 2.4379 1.7867 4.0900
H 3.5721 0.3842 5.7553
H 3.7642 -2.0566 5.3980
H 2.8468 -3.0806 3.3780
H -0.0152 -3.7245 0.5469
H 1.4435 -5.3965 0.9528
H 2.5383 -4.3709 1.8271
H 1.6934 -6.3111 3.1538
H 1.2974 -4.7975 3.9350
H -0.5461 -6.4824 2.1849
H -0.6750 -6.3076 3.9170
H -1.9621 -4.6806 1.9620
H -1.9233 -4.3810 3.6845
H -1.1134 -2.4344 2.3293
H 0.0631 -2.9983 3.4943
H 2.4954 -1.4295 -0.9388
H 2.0261 -4.1693 -0.5998
H 2.8682 -3.4019 -1.9031
H 4.2308 -4.4095 0.6211
H 4.2206 -5.2226 -0.9226
H 6.2877 -3.7613 -0.3771
H 5.5797 -3.5722 -1.9630
H 6.1267 -1.4414 -0.3248
H 4.8916 -1.3970 -1.5613
H 4.3617 -2.2021 1.3317
H 4.0489 -0.6124 0.6790
O -0.9785 1.3229 -0.7877
C -1.9786 0.9691 -1.5317
O -2.3821 -0.1907 -1.5998
C -2.6680 2.1072 -2.2508
C -3.9543 1.6643 -2.9390
Ge -3.6299 0.5238 -4.5041
C -1.7248 0.1469 -4.6929
C -0.8354 1.1536 -5.1450
C 0.5576 0.9126 -5.1710
C 1.0696 -0.2825 -4.7969
C 0.1963 -1.4356 -4.4276
C -1.2471 -1.0731 -4.3375
C -4.1442 1.4695 -6.1341
C -5.1187 2.4650 -6.1414
C -5.4679 3.1179 -7.3153
C -4.8447 2.7815 -8.5071
C -3.8742 1.7904 -8.5203
C -3.5279 1.1445 -7.3430
C -4.5451 -1.1935 -4.3804
C -5.3004 -1.5550 -3.2691
C -5.9019 -2.8043 -3.1844
C -5.7567 -3.7136 -4.2206
C -5.0160 -3.3656 -5.3425
C -4.4163 -2.1177 -5.4186
H -1.9550 2.5416 -2.9569
H -2.8497 2.8814 -1.4983
H -4.5182 2.5376 -3.2693
H -4.5780 1.1286 -2.2224
H -1.2149 2.1171 -5.4616
H 1.2263 1.7086 -5.4750
H 2.1402 -0.4503 -4.8169
H 0.2874 -2.1675 -5.2550
H -1.9284 -1.8423 -3.9923
H -5.6290 2.7384 -5.2248
H -6.2275 3.8888 -7.2996
H -5.1131 3.2909 -9.4229
H -3.3840 1.5238 -9.4477
H -2.7537 0.3846 -7.3692
H -5.4261 -0.8540 -2.4523
H -6.4879 -3.0656 -2.3119
H -6.2282 -4.6854 -4.1618
H -4.9183 -4.0657 -6.1633
H -3.8432 -1.8602 -6.3032
S -0.6598 -6.1011 -3.9482
C -0.3885 -4.5020 -3.2310
C 0.6475 -3.6947 -3.5922
C 0.6990 -2.2641 -3.1626
N -0.0438 -1.9766 -1.9365
C -0.9997 -2.7946 -1.6244
C -1.2873 -4.0264 -2.2654
C -0.4050 -5.6467 -5.6517
C 0.6645 -6.1521 -6.3725
C 0.8238 -5.7376 -7.6897
N 0.0140 -4.8768 -8.2935
C -1.0131 -4.4057 -7.5906
C -1.2734 -4.7607 -6.2766
H 1.3690 -4.0131 -4.3359
H 1.7369 -1.9573 -3.0030
H -1.6369 -2.5020 -0.7980
H -2.1597 -4.5946 -1.9763
H 1.3558 -6.8524 -5.9243
H 1.6514 -6.1120 -8.2805
H -1.6668 -3.7121 -8.1066
H -2.1233 -4.3477 -5.7472
Cl 3.0873 6.8286 -3.5682
C 2.8165 5.1620 -3.1873
C 1.5262 4.7277 -2.8916
C 1.3107 3.4030 -2.5872
C 2.3791 2.4729 -2.5686
C 2.1398 1.1341 -2.2409
C 3.6749 2.9524 -2.8715
C 3.8911 4.2778 -3.1783
H 0.7091 5.4359 -2.9032
H 0.3170 3.0534 -2.3359
H 2.9484 0.4166 -2.2039
H 1.1214 0.8011 -2.0869
H 4.5091 2.2619 -2.8617
H 4.8819 4.6396 -3.4138
```

Atomic partial charges in e from the Mulliken method, atoms 1 to 5: 2.6225, -1.2797, -0.0336, 0.8394, -0.8207